1.
{"formula": "C2H7IN3", "method": "ωB97M-V with the def2-TZVPD basis set", "symbols": ["N", "C", "N", "I", "C", "N", "H", "H", "H", "H", "H", "H", "H"], "xyz": [[1.44174, 1.46831, 0.12937], [0.02743, 1.51275, 0.10796], [-0.64531, 0.12055, 0.07058], [-2.71120, 0.20684, 0.00835], [-0.00200, -1.01778, -0.13888], [-0.51039, -2.35511, 0.06078], [1.85672, 1.17632, -0.68761], [1.82005, 1.03310, 0.93805], [-0.26849, 2.19333, -0.74992], [-0.34422, 2.01020, 0.91749], [1.09421, -0.96574, -0.10930], [-1.50524, -2.42456, 0.16306], [-0.25329, -2.95823, -0.70994]], "forces_ev_per_a": [[-1.934, 0.588, 1.653], [1.788, -0.135, -2.995], [0.032, -1.287, -1.073], [0.343, -0.079, 0.150], [-1.261, -1.033, 2.291], [0.899, 3.430, -1.363], [1.183, -0.554, -2.106], [0.529, -0.143, 0.672], [-0.123, -1.540, 0.469], [-1.042, 0.809, 2.583], [-0.412, 0.037, -0.662], [-0.649, 0.248, 0.220], [0.646, -0.341, 0.161]], "nbo_charge": [-0.78, -0.06, -0.50, 0.46, 0.36, -0.74, 0.38, 0.38, 0.24, 0.22, 0.23, 0.40, 0.42], "e_lumo_ev": -5.155, "total_energy_ev": -14750.6316, "charge": 1, "smiles": "NCN(I)C=[NH2+]", "e_above_lowest_kj_mol": 79.1}

***

2.
{"formula": "C2H7N", "method": "ωB97M-V with the def2-TZVPD basis set", "symbols": ["N", "H", "H", "H", "C", "C", "H", "H", "H", "H"], "xyz": [[1.07791, -2.41318, 0.68395], [2.08428, -2.35315, 0.51233], [0.65146, -2.72601, -0.13580], [1.15620, -3.07651, 1.42188], [-0.21657, 1.09894, -0.59252], [-1.18511, 2.04440, -0.23029], [0.53078, 0.72107, 0.17176], [-0.28497, 0.62925, -1.59717], [-1.58371, 2.16535, 0.78108], [-1.68931, 2.67221, -1.00489]], "forces_ev_per_a": [[1.970, 1.722, 1.542], [0.041, 0.571, -0.721], [-0.936, -1.108, -1.480], [-1.054, -1.168, 0.664], [-1.614, 1.371, 1.498], [1.326, -1.399, -1.274], [-1.450, -0.092, -1.077], [0.827, 0.798, 0.458], [0.891, 0.413, -0.108], [-0.001, -1.109, 0.498]], "mulliken_spin": [3.25, -0.57, -0.86, -1.00, 0.52, 0.12, -0.08, -0.36, -0.02, 0.00], "e_lumo_ev": [4.217, 4.112], "total_energy_ev": -3674.3662, "charge": -1, "multiplicity": 2, "e_above_lowest_kj_mol": 86.7}

***

3.
{"formula": "C2H7N10", "method": "ωB97M-V with the def2-TZVPD basis set", "symbols": ["C", "C", "N", "N", "N", "N", "N", "N", "N", "N", "N", "N", "H", "H", "H", "H", "H", "H", "H"], "xyz": [[1.02014, 0.61574, 1.66500], [0.79826, -0.11930, 0.44300], [0.77642, 1.85916, 3.38730], [0.18789, 1.40580, 2.28767], [2.17747, 0.60516, 2.42745], [1.91624, 1.43028, 3.50595], [1.81465, -0.86352, 0.01467], [-0.34247, 0.21669, -0.44919], [-0.11772, -0.04038, -1.64757], [-2.07098, 0.55260, 1.07420], [1.76465, -1.53344, -1.07435], [-1.43611, 0.83598, -0.07982], [3.04470, 0.21992, 2.15103], [-0.62638, 0.32396, -2.42154], [-1.57786, 0.84099, 1.97207], [-3.02031, 0.78792, 1.19054], [0.98394, -1.67262, -1.65256], [2.69515, -1.75347, -1.38234], [-1.69792, 1.51052, -0.79460]], "forces_ev_per_a": [[1.695, 0.167, 1.346], [0.473, -0.365, -1.183], [-1.625, 1.131, 0.730], [-1.742, -0.404, -1.267], [-3.223, 0.816, -0.721], [3.432, -1.404, -0.260], [-2.397, 2.019, 1.276], [3.878, -1.096, 4.921], [0.943, -1.588, -4.608], [1.709, 0.050, 0.096], [2.690, -1.169, 0.202], [-3.123, 1.346, 1.792], [1.027, -0.322, 0.275], [-1.150, 0.922, -0.040], [0.903, -0.443, -1.013], [-1.545, 0.565, -0.996], [-0.917, 0.242, -0.680], [-0.080, -0.721, -0.249], [-0.948, 0.254, 0.380]], "mulliken_spin": [-0.04, -0.08, 0.00, -0.01, -0.01, 0.00, 0.13, 0.22, 0.84, 0.36, 0.15, 0.44, 0.00, -0.02, 0.03, -0.01, 0.00, 0.00, 0.00], "e_lumo_ev": [-3.599, -7.335], "total_energy_ev": -17073.0936, "charge": 1, "multiplicity": 3}